[1]
C36H76Li2N5O7 | wB97M-V/def2-TZVPD

Each line ends with the Mulliken charge.
Geometry (Å):
Li  3.7888  -1.0089  1.4034  0.814
Li  2.1983  -3.1795  -1.4695  0.919
N  1.7177  -0.2151  -0.6179  0.500
O  0.6018  0.3238  -0.4618  -0.191
O  2.6399  0.0350  0.2310  -0.641
O  1.7772  -1.2770  -1.2450  -0.701
C  1.5807  -1.4799  5.0653  -1.584
C  1.6297  -0.8605  3.7088  2.634
C  0.9068  0.4179  3.5493  -1.599
C  1.6330  1.5266  4.3663  -0.503
C  3.1323  1.6635  4.0121  -1.311
C  3.8660  0.3973  3.9215  2.348
N  3.0274  -0.6220  3.2755  1.088
O  3.8623  -1.8440  3.2536  -0.403
C  4.2353  0.0467  5.3799  -1.444
C  5.0329  0.6411  2.9779  -2.671
C  1.0508  -1.7915  2.7165  -3.090
H  1.5646  -0.7402  5.8405  0.346
H  2.4109  -2.0984  5.2270  0.312
H  0.7233  -2.1957  5.1988  0.415
H  -0.1277  0.4076  3.8746  0.721
H  0.9041  0.8445  2.5412  -0.227
H  1.4815  1.3026  5.4622  0.565
H  1.0975  2.5311  4.2663  0.175
H  3.5887  2.3474  4.6597  0.690
H  3.0244  2.1211  2.9971  -0.367
H  3.9041  -2.1157  4.1741  0.254
H  4.5885  -0.9979  5.5159  0.305
H  3.4721  0.2295  6.1939  0.279
H  5.1830  0.5771  5.7331  0.405
H  5.7254  1.3285  3.3807  0.469
H  4.6698  0.9957  2.0267  0.519
H  5.6520  -0.2821  2.9075  0.476
H  1.0804  -1.4581  1.6925  -0.419
H  0.0197  -1.9058  2.9125  0.824
H  1.4284  -2.8188  2.6127  0.659
C  -2.9265  0.0927  -6.1927  -1.633
C  -3.7662  0.8619  -5.3364  1.543
C  -4.9932  0.1221  -4.9163  -1.385
C  -4.6152  -1.1033  -4.0228  -1.049
C  -3.7934  -0.6529  -2.7714  -0.534
C  -2.7092  0.3182  -3.0243  2.354
N  -3.0704  1.2649  -4.1054  0.537
O  -2.1420  2.4091  -4.1432  -0.538
C  -1.4016  -0.4743  -3.2406  -1.574
C  -2.5501  1.0082  -1.6210  -3.933
C  -4.1569  2.1056  -6.1454  -2.149
H  -3.5637  -0.0123  -7.0484  0.522
H  -2.7326  -1.0001  -5.9822  0.263
H  -1.9221  0.5162  -6.3654  0.273
H  -5.6098  -0.2159  -5.7289  0.515
H  -5.7645  0.6953  -4.3603  0.362
H  -4.1864  -1.7648  -4.7559  0.353
H  -5.4392  -1.5934  -3.6186  0.577
H  -3.3320  -1.4817  -2.2223  -0.111
H  -4.5481  -0.3099  -2.0276  0.471
H  -1.8048  2.5968  -3.2718  0.493
H  -1.4774  -1.2375  -3.8892  0.819
H  -0.8434  -0.6945  -2.2608  -0.467
H  -0.6037  0.1834  -3.6442  0.346
H  -2.5341  0.4597  -0.7512  0.712
H  -3.3278  1.6722  -1.5588  0.642
H  -1.6819  1.5932  -1.5142  1.021
H  -3.2921  2.5448  -6.5187  0.503
H  -4.7318  2.7837  -5.6964  0.539
H  -4.7563  1.8462  -7.0473  0.397
C  -0.4344  5.6207  3.2110  -2.142
C  0.3424  6.1561  2.1098  2.099
C  1.7365  5.6401  2.0702  -1.901
C  1.8231  4.2070  1.4509  0.871
C  1.1603  4.2733  0.0360  -1.799
C  -0.1958  4.6254  0.0520  1.897
N  -0.3994  5.8230  0.8084  0.134
O  -1.7441  6.4188  0.6646  -0.417
C  -0.9539  3.4246  0.7138  -1.480
C  -0.7155  4.8801  -1.3464  -1.724
C  0.3756  7.7242  2.0728  -1.793
H  -0.2621  4.5929  3.4574  0.356
H  -1.4611  5.7345  3.2188  0.438
H  -0.0919  6.2560  4.0464  0.562
H  2.1754  5.7939  3.0660  0.510
H  2.3621  6.2584  1.4358  0.526
H  1.2754  3.4559  2.0482  -0.874
H  2.8551  3.8333  1.3682  0.582
H  1.2219  3.3026  -0.3617  0.392
H  1.7119  4.9590  -0.7134  0.295
H  -2.2020  5.9069  1.2808  0.370
H  -0.4124  2.5245  1.0356  0.092
H  -1.6108  2.9937  0.0942  0.866
H  -1.5832  3.7863  1.5647  0.011
H  -0.1794  5.5452  -2.0188  0.387
H  -1.7248  5.2056  -1.3620  0.445
H  -0.6541  3.9106  -1.8571  0.274
H  -0.4021  8.1455  2.6641  0.408
H  0.2243  8.1687  1.1136  0.398
H  1.3406  8.0831  2.4879  0.383
C  1.9490  -6.5412  -0.9213  -1.188
C  0.8389  -6.0436  -1.7543  1.058
C  -0.3986  -6.8672  -1.8002  -1.300
C  -1.3815  -6.7340  -0.6627  -1.026
C  -1.6078  -5.2632  -0.3607  -1.803
C  -0.3810  -4.5075  -0.2210  2.479
N  0.5434  -4.6782  -1.3121  0.869
O  0.4597  -3.6296  -2.3018  -0.487
C  0.3023  -4.8688  1.0890  -1.715
C  -0.7048  -3.0237  -0.0356  -2.584
C  1.2548  -5.8752  -3.2382  -1.821
H  1.5055  -6.9433  0.0280  0.285
H  2.6385  -5.7347  -0.6787  0.133
H  2.5883  -7.2956  -1.3628  0.452
H  -0.1457  -7.9073  -1.8496  0.398
H  -1.0535  -6.7354  -2.6546  0.463
H  -1.0394  -7.2934  0.1071  0.515
H  -2.3332  -7.0861  -1.0095  0.387
H  -2.0997  -5.2438  0.5468  0.480
H  -2.4157  -4.9151  -0.9786  0.471
H  -0.3598  -3.1591  -1.9961  0.271
H  1.4410  -4.6120  1.1130  0.062
H  0.2121  -5.9454  1.3805  0.421
H  -0.2208  -4.2925  1.8306  0.628
H  -1.3195  -2.6181  -0.8236  0.616
H  0.3323  -2.5681  0.0985  0.500
H  -1.2023  -2.6722  0.8674  0.669
H  1.6137  -6.8345  -3.7148  0.377
H  2.1028  -5.2370  -3.3276  0.463
H  0.5084  -5.5037  -3.9705  0.329

Computed properties:
Spin multiplicity: 1
Total charge: +1
LUMO level in Ha: -0.1198
Highest occupied orbital energy in eV: -9.05
HOMO-LUMO gap in eV: 5.8



[2]
C36H76N4O10 | wB97M-V/def2-TZVPD

Each line ends with the Mulliken charge.
Geometry (Å):
C  -0.2957  -0.6621  -4.5093  0.118
O  0.8139  -1.0283  -4.1578  -0.614
N  -0.5479  0.5869  -4.9611  0.192
C  -1.9437  0.9922  -5.1577  -0.962
C  0.3813  1.6667  -4.6764  -1.165
H  -1.2022  -1.2892  -4.5378  0.285
H  -2.5897  0.9159  -4.2775  0.237
H  -2.3868  0.4712  -6.0036  0.314
H  -1.9082  2.0671  -5.3323  0.399
H  1.3933  1.2714  -4.6246  0.426
H  0.3048  2.4573  -5.4181  0.421
H  0.2049  2.1038  -3.6878  0.315
C  2.7042  2.5908  -1.9273  0.474
O  2.6506  3.7588  -2.2654  -0.718
N  3.7797  1.8130  -2.2263  0.252
C  4.0830  0.5860  -1.5602  -0.738
C  4.7942  2.2721  -3.1581  -1.172
H  1.8902  2.0631  -1.4094  0.162
H  3.3887  0.1924  -0.8181  -0.195
H  5.0310  0.6771  -1.0086  0.492
H  4.2645  -0.2582  -2.2367  0.396
H  5.7118  2.3780  -2.5695  0.381
H  4.9616  1.5695  -3.9741  0.305
H  4.5293  3.2406  -3.5673  0.347
C  2.2608  -4.6700  3.1829  0.080
O  3.0220  -3.8195  3.5849  -0.576
N  0.9094  -4.5313  3.1929  0.174
C  0.0231  -5.6103  2.8200  -0.886
C  0.3251  -3.2333  3.4696  -0.857
H  2.5426  -5.6796  2.8437  0.316
H  0.5806  -6.5452  2.7859  0.322
H  -0.4467  -5.3642  1.8634  0.264
H  -0.7578  -5.7715  3.5668  0.334
H  1.0731  -2.4485  3.4325  -0.010
H  -0.4696  -3.0181  2.7491  0.321
H  -0.1632  -3.2322  4.4471  0.461
C  -5.0348  -1.3561  -1.8237  0.110
O  -4.7138  -0.3882  -2.4793  -0.580
N  -4.8122  -2.6446  -2.1956  0.104
C  -5.0993  -3.7330  -1.2890  -0.931
C  -3.9773  -2.9610  -3.3348  -0.854
H  -5.4795  -1.2917  -0.8186  0.325
H  -4.1485  -4.2019  -1.0065  0.315
H  -5.7380  -4.4786  -1.7712  0.298
H  -5.6316  -3.3579  -0.4171  0.332
H  -4.2682  -3.9057  -3.7926  0.374
H  -4.0251  -2.1584  -4.0644  0.289
H  -2.9479  -3.0930  -2.9798  0.228
C  -1.6379  -0.3341  0.3803  0.934
C  -0.5161  -1.2449  -0.0512  0.795
C  0.4346  -0.2607  -0.7292  0.311
O  -0.4011  0.7880  -1.2408  0.518
C  -1.7580  0.5879  -0.8164  -0.051
H  -1.2757  0.2714  1.2233  -0.974
H  -2.5534  -0.8047  0.7391  0.648
H  -0.9016  -1.9505  -0.7948  -0.242
H  -0.0674  -1.7892  0.7786  -0.555
H  1.0188  -0.6362  -1.5728  0.157
H  1.1736  0.0932  0.0060  -0.850
H  -2.2324  0.0860  -1.6638  -0.023
H  -2.2426  1.5089  -0.4949  -0.604
C  -2.2601  1.8704  3.6515  -0.048
C  -3.6686  1.3349  3.5593  -0.482
C  -3.7691  0.5559  4.8730  -0.604
O  -2.4541  0.0115  5.0738  -0.516
C  -1.5067  0.7153  4.3000  0.060
H  -2.2296  2.6967  4.3743  0.409
H  -1.8159  2.3839  2.7973  -0.128
H  -3.9186  0.7270  2.6880  0.085
H  -4.3455  2.1953  3.5511  0.380
H  -4.5917  -0.1523  4.9092  0.385
H  -3.9287  1.3041  5.6590  0.284
H  -1.0039  0.1108  3.5331  -0.109
H  -0.7217  1.1054  4.9539  0.291
C  4.0133  -0.2149  2.0798  0.710
C  3.4973  0.4143  3.3420  0.444
C  4.8083  0.6270  4.1235  -0.547
O  5.6574  -0.4639  3.7228  -0.486
C  5.0040  -1.1958  2.6374  -0.395
H  4.5061  0.4850  1.4008  -0.084
H  3.1446  -0.6010  1.5333  -0.479
H  2.8699  -0.2253  3.9648  0.280
H  2.9592  1.3375  3.1265  -0.697
H  4.5740  0.5930  5.1865  0.368
H  5.2756  1.5619  3.8091  0.293
H  4.5202  -2.0496  3.1110  0.192
H  5.7751  -1.5255  1.9437  0.330
C  1.6930  3.1490  1.4490  0.000
C  0.4450  3.6353  0.7240  0.707
C  0.0392  4.8165  1.5701  -0.590
O  0.3150  4.3677  2.8944  -0.511
C  1.2094  3.2335  2.9044  -0.246
H  2.4985  3.8871  1.3970  0.292
H  2.0530  2.2031  1.0492  -0.187
H  -0.2993  2.8316  0.7813  -0.749
H  0.5963  3.8144  -0.3430  0.360
H  -1.0139  5.0933  1.5007  0.223
H  0.6488  5.6965  1.3322  0.412
H  0.6411  2.3810  3.2886  -0.128
H  1.9851  3.4487  3.6396  0.414
C  -4.4223  4.9349  -2.2526  -0.690
C  -3.2340  4.3534  -1.4763  -0.071
C  -2.2328  4.0029  -2.6175  0.397
O  -2.9488  4.0137  -3.8254  -0.412
C  -4.3475  4.1303  -3.5383  -0.411
H  -4.2958  5.9951  -2.4660  0.296
H  -5.3661  4.7322  -1.7476  0.345
H  -3.4430  3.3870  -1.0170  0.003
H  -2.7930  5.0354  -0.7533  0.255
H  -1.7577  3.0484  -2.3630  -0.500
H  -1.4358  4.7536  -2.6583  0.267
H  -4.7777  3.1374  -3.3547  0.116
H  -4.8435  4.5327  -4.4184  0.382
C  1.6078  -3.9452  -0.2944  1.079
C  2.0118  -5.3838  -0.6240  -0.608
C  3.5146  -5.2921  -0.4777  -0.549
O  3.8295  -4.0336  -1.0332  -0.524
C  2.7579  -3.0929  -0.8417  0.723
H  1.4924  -3.7614  0.7740  -0.674
H  0.6445  -3.7891  -0.7833  0.089
H  1.6878  -5.6815  -1.6213  0.343
H  1.5056  -6.0709  0.0616  0.322
H  4.1027  -6.0365  -1.0206  0.374
H  3.8483  -5.4039  0.5656  0.170
H  2.5415  -2.6719  -1.8244  -0.193
H  3.0750  -2.3112  -0.1489  -0.429

Computed properties:
Spin multiplicity: 1
LUMO level in Ha: 0.0010
Highest occupied orbital energy in eV: -9.07
HOMO-LUMO gap in eV: 9.1